Record 1
# C4H11N2

A 2-piece molecular cluster, C4H11N2 overall (the ωB97M-V functional and the def2-TZVPD basis, OMol25).

Properties
Charge = +1
HOMO = -14.674 eV
E_LUMO = -4.21 eV
Strongest force on any atom = 0.014 Eh/bohr
Calculated total energy = -268.22932 a.u.
Gap between HOMO and LUMO = 10.47 eV
Relative energy (zero: lowest compared OMol25 entry of this formula, charge and spin) = 2.056 eV

```
17
C4H11N2, DFT the ωB97M-V functional and the def2-TZVPD basis
C -0.22 1.50 -1.58
H 1.77 -1.84 0.67
H 0.67 0.72 2.91
C -0.89 -0.74 -2.08
C -0.08 0.52 2.15
C 1.43 -1.12 1.41
H -0.99 0.18 2.65
N 0.35 -0.51 1.21
H -0.30 1.43 1.59
H -0.82 2.17 -0.98
H -0.95 -0.48 -3.13
H 0.83 1.68 -1.33
H -0.31 -0.26 -0.20
H -0.38 1.67 -2.63
H -1.16 -1.74 -1.74
N -0.54 0.12 -1.22
H 2.02 -0.93 2.30
```

These are the Mulliken partial charges, in e, on atoms 1 to 4:
1. C -0.831
2. H 0.252
3. H 0.372
4. C -0.086

***

Record 2
# C2H3N3OS

The molecule C2H3N3OS at a distorted geometry (the ωB97M-V functional and the def2-TZVPD basis, OMol25).

Properties
HOMO = -9.469 eV
E_LUMO = -0.58 eV
Strongest force on any atom = 0.091 Eh/bohr
Calculated total energy = -715.59626 a.u.
Structure (SMILES) = [H]/N=c1/ncn(S)o1
Gap between HOMO and LUMO = 8.89 eV
Relative energy (zero: lowest compared OMol25 entry of this formula, charge and spin) = 2.720 eV

```
10
C2H3N3OS, DFT the ωB97M-V functional and the def2-TZVPD basis
H -0.64 2.17 -0.09
C 1.46 -0.10 0.06
N -0.62 0.23 -0.65
O 0.34 -0.79 -0.49
H -1.23 -0.77 1.36
N 1.14 1.20 0.36
H 2.46 -1.64 -0.02
C -0.01 1.32 -0.17
N 2.59 -0.72 0.24
S -2.11 -0.36 0.23
```

These are the Mulliken partial charges, in e, on atoms 1 to 4:
1. H 0.350
2. C 0.584
3. N -0.022
4. O -0.256